# 1
6
Properties=species:S:1:pos:R:3 method="wB97M-V/def2-TZVPD" charge=0 relative_energy_kcal_mol=29.6 orbital_gap_ev=8.33 homo_energy_ev=-9.650 multiplicity=1 e_tot_ha=-3931.21682
C 0.340 0.307 0.098
S -1.374 0.417 -0.174
Cl 0.248 -1.287 1.802
Cl 1.165 1.497 0.826
Br 1.185 -0.607 -1.318
H -1.564 -0.327 -1.235


# 2
80
Properties=species:S:1:pos:R:3 method="wB97M-V/def2-TZVPD" charge=0 orbital_gap_ev=1.24 homo_energy_ev=-7.295 multiplicity=1 e_tot_ha=-5821.43693
C 3.120 -0.838 5.941
C 3.026 -1.453 4.425
C 3.779 -0.501 3.274
C 3.256 -1.027 1.814
C 4.229 -2.208 1.137
C 2.847 0.164 0.748
C 1.236 0.599 0.637
C 0.690 1.754 -0.445
C 1.763 2.498 -1.423
C 3.360 2.086 -1.308
S 4.467 3.022 -2.552
C 3.955 0.954 -0.231
P 5.827 0.598 -0.165
O 6.361 0.156 1.470
O 6.791 2.063 -0.447
C -0.941 2.103 -0.537
O -1.341 3.350 -0.798
C -1.944 0.809 -0.272
C -3.401 0.595 -1.048
C -4.416 -0.695 -0.725
C -5.873 -0.932 -1.439
C -5.828 -1.752 -2.858
C -5.236 -3.287 -2.748
Cl -4.986 -0.722 -4.171
C -3.900 -1.784 0.428
C -4.807 -3.086 0.898
O -5.947 -2.543 1.678
C -5.516 -2.016 2.981
C -2.417 -1.615 1.183
C -1.448 -0.338 0.841
C 0.029 -0.043 1.563
O 0.097 -0.314 2.867
H 2.553 0.183 6.086
H 2.556 -1.616 6.649
H 4.236 -0.814 6.353
H 3.589 -2.492 4.379
H 1.898 -1.651 4.191
H 4.932 -0.666 3.477
H 3.442 0.618 3.516
H 2.246 -1.624 2.040
H 3.670 -3.258 1.131
H 4.420 -1.927 0.015
H 5.249 -2.267 1.750
H 1.365 3.303 -2.197
H 5.584 2.186 -2.836
H 7.206 0.693 1.676
H 6.258 2.826 -0.057
H -3.757 1.386 -1.843
H -6.583 -1.466 -0.643
H -6.327 0.143 -1.691
H -6.961 -1.871 -3.213
H -6.013 -3.890 -2.085
H -5.101 -3.790 -3.808
H -4.229 -3.213 -2.133
H -5.261 -3.700 0.011
H -4.180 -3.746 1.634
H -4.828 -2.739 3.593
H -4.941 -0.973 2.898
H -6.467 -1.780 3.660
H -2.062 -2.401 1.993
F -5.158 3.217 -3.657
P -4.461 3.468 -5.029
F -5.866 3.812 -5.609
F -3.029 3.914 -5.454
F -4.331 4.966 -4.620
F -4.566 2.720 -6.393
F -3.817 2.176 -4.441
Na 2.739 4.345 -3.686
F 4.539 -3.137 -0.792
C 7.250 5.593 -4.161
Cl 5.920 4.610 -3.536
Cl 8.431 4.594 -5.017
H 6.848 6.338 -4.852
H 7.745 6.093 -3.326
Mg 2.439 -3.696 4.011
O 1.470 -3.615 7.561
H 1.008 -3.946 8.309
F 6.039 3.887 1.214
Ca -4.461 -5.440 -3.948
F -8.061 -0.951 -1.840